Entry 1:
The following is a DFT calculation (ωB97M-V/def2-TZVPD) of a molecular structure, C24H45Cl3N3O4SiYb.

```
81
Properties=species:S:1:pos:R:3
C -4.893 3.868 -5.136
C -5.427 3.038 -6.262
H -4.469 4.798 -5.528
H -4.116 3.321 -4.580
H -5.693 4.138 -4.426
C -5.766 3.509 -7.473
C -5.715 4.947 -7.849
H -6.127 2.827 -8.245
H -4.818 5.451 -7.471
H -6.591 5.502 -7.488
H -5.714 5.021 -8.941
Yb -0.282 0.070 -0.464
Cl -1.865 -0.433 1.565
Cl -1.795 1.966 -1.636
C -2.096 -2.149 -1.182
O -0.935 -1.851 -1.551
N -2.846 -3.083 -1.757
C -2.304 -3.893 -2.844
C -4.253 -3.185 -1.416
H -2.572 -1.600 -0.338
H -1.210 -3.858 -2.811
H -2.655 -3.533 -3.824
H -2.649 -4.924 -2.731
H -4.437 -2.558 -0.534
H -4.520 -4.217 -1.177
H -4.893 -2.847 -2.234
H 1.340 4.213 -2.257
H -0.069 2.353 -3.617
C 2.231 3.581 -2.366
C 0.971 2.101 -3.892
N 1.827 2.232 -2.736
H 2.750 3.546 -1.408
C 2.011 1.163 -1.935
O 1.439 0.063 -2.076
H 1.000 1.066 -4.251
H 2.694 1.323 -1.069
H 2.872 3.997 -3.149
H 1.324 2.792 -4.665
O -4.212 1.039 -5.829
C -5.539 1.555 -5.929
C -6.143 0.297 -8.111
C -6.490 0.801 -6.855
H -5.103 0.359 -8.442
C -7.139 -0.256 -8.933
H -5.995 1.520 -4.929
C -7.822 0.746 -6.432
H -6.858 -0.646 -9.911
C -8.466 -0.298 -8.513
C -8.820 0.216 -7.257
H -8.058 1.168 -5.450
H -9.229 -0.699 -9.156
H -9.846 0.218 -6.913
Si -3.353 -0.308 -5.307
Cl 0.657 2.652 0.092
C -2.380 -0.854 -6.811
C -4.618 -1.627 -4.954
C -2.281 0.269 -3.922
H -3.051 -0.957 -7.678
H -1.912 -1.831 -6.622
H -1.597 -0.130 -7.076
H -1.743 1.171 -4.233
H -1.553 -0.472 -3.560
H -2.955 0.532 -3.101
H -5.268 -1.743 -5.834
H -5.260 -1.357 -4.108
H -4.165 -2.606 -4.754
C 3.630 -2.319 3.473
N 2.937 -2.177 2.202
C 3.351 -3.041 1.115
C 1.968 -1.261 1.968
C 1.610 -0.388 3.138
O 1.459 -1.189 0.830
H 4.350 -3.128 3.370
H 2.931 -2.560 4.286
H 4.163 -1.397 3.749
H 2.508 -3.648 0.760
H 3.728 -2.453 0.269
H 4.139 -3.689 1.498
H 2.482 0.233 3.411
H 0.766 0.245 2.866
H 1.335 -1.009 4.007
```

* <S²>: 0.751
* orbital gap (spin up / spin down): 0.29297 / 0.27510 hartree
* total energy: -115261.03851 eV
* 2S+1: 2
* relative energy (zero: lowest compared OMol25 entry of this formula, charge and spin): 0.0 kcal per mole
* highest occupied orbital energy (spin up / spin down): -7.68 / -7.68 eV

These are the Löwdin partial charges, in e, on atoms 1 to 8:
1 C -0.03
2 C -0.23
3 H 0.07
4 H 0.09
5 H 0.10
6 C -0.10
7 C -0.10
8 H 0.10

***

Entry 2:
The following is a DFT calculation (ωB97M-V/def2-TZVPD) of 13 unconnected molecules or ions with the total composition C5H37NO12.

```
55
Properties=species:S:1:pos:R:3
C -1.704 3.052 -2.179
N -1.004 1.910 -1.570
C -0.435 1.702 1.768
C 0.165 1.252 0.447
C 0.123 2.332 -0.663
C 1.408 2.072 -1.515
H -2.069 2.861 -3.186
H -1.032 3.911 -2.301
H -2.473 3.350 -1.436
H -0.605 1.300 -2.277
H 0.192 2.352 2.374
H -0.831 0.852 2.319
H -1.378 2.249 1.585
H 1.221 1.069 0.698
H -0.410 0.385 0.108
H 0.096 3.334 -0.228
H 1.157 2.479 -2.500
H 2.319 2.505 -1.143
H 1.498 1.010 -1.735
H -3.911 0.543 -1.221
H -2.370 0.778 -1.470
O -3.081 0.062 -1.408
H 2.048 -2.944 -2.339
H 1.416 -3.734 -1.195
O 1.454 -2.830 -1.584
H 1.536 -1.955 1.341
H 1.493 -1.096 2.620
O 1.565 -2.021 2.303
H -0.589 -4.273 3.018
H 0.735 -3.543 2.724
O 0.302 -4.435 2.696
H -3.165 -1.360 2.093
H -3.168 -0.772 3.515
O -3.493 -1.519 3.010
H -0.711 -1.225 -3.452
H 0.610 -1.705 -2.853
O 0.139 -0.877 -3.098
H -1.734 -2.615 0.259
H -2.518 -1.359 -0.317
O -2.415 -1.962 0.440
H 3.939 1.580 0.139
H 3.726 2.521 1.400
O 4.075 1.653 1.095
H 1.666 3.961 1.900
H 2.087 3.940 0.382
O 2.360 3.775 1.279
H 0.288 -5.683 -0.158
H 0.623 -4.708 0.939
O 0.472 -4.754 -0.035
H 3.333 0.680 3.558
H 2.587 0.599 2.326
O 2.463 0.388 3.273
H -2.672 -2.509 -3.305
H -2.782 -0.979 -2.857
O -2.549 -1.598 -3.584
```

* orbital gap: 0.36356 hartree
* total energy: -31846.26937 eV
* relative energy (zero: lowest compared OMol25 entry of this formula, charge and spin): 13.5 kcal per mole
* highest occupied orbital energy: -9.70 eV

These are the natural (NBO) partial charges, in e, on atoms 1 to 8:
1 C -0.42
2 N -0.68
3 C -0.61
4 C -0.40
5 C -0.05
6 C -0.64
7 H 0.21
8 H 0.18

***

Entry 3:
The following is a DFT calculation (ωB97M-V/def2-TZVPD) of a molecular structure, C25H29Br2N4OTi.

```
62
Properties=species:S:1:pos:R:3
Ti 1.231 -0.017 -1.107
O 3.520 -2.962 0.635
C 2.806 -2.266 -0.075
N 2.854 -0.943 -0.301
C 3.754 -0.091 0.482
C 3.028 1.188 0.833
C 3.271 1.898 1.994
C 2.508 3.039 2.228
C 1.565 3.450 1.308
C 1.386 2.697 0.152
N 2.098 1.578 -0.046
C 1.648 -2.918 -0.849
C 1.491 -4.290 -0.910
C 0.373 -4.788 -1.561
C -0.550 -3.911 -2.112
C -0.315 -2.549 -2.017
N 0.775 -2.082 -1.413
H 4.094 -0.616 1.376
H 4.629 0.180 -0.116
H 4.025 1.558 2.690
H 2.647 3.601 3.145
H 0.960 4.332 1.466
H 0.681 2.956 -0.619
H 2.236 -4.916 -0.441
H 0.213 -5.857 -1.623
H -1.439 -4.265 -2.614
H -0.982 -1.803 -2.427
Br 4.260 2.308 -2.205
C 2.921 3.844 -2.005
Br 1.100 0.558 -3.483
H 2.847 4.175 -3.050
H 3.564 4.581 -1.499
C -3.024 2.783 -1.676
C -2.739 1.284 -1.777
C -3.719 0.607 -2.735
C -2.750 0.637 -0.407
C -3.936 0.516 0.307
C -3.964 -0.086 1.557
C -2.788 -0.584 2.096
C -1.576 -0.478 1.419
C -0.324 -1.060 2.043
C 0.014 -0.384 3.371
C -0.426 -2.578 2.196
C -1.556 0.150 0.159
N -0.371 0.291 -0.550
H -2.934 3.263 -2.652
H -2.319 3.268 -0.998
H -4.034 2.965 -1.298
H -1.733 1.165 -2.181
H -4.758 0.812 -2.461
H -3.589 -0.477 -2.736
H -3.566 0.967 -3.755
H -4.854 0.900 -0.125
H -4.896 -0.170 2.105
H -2.808 -1.067 3.067
H 0.503 -0.856 1.362
H -0.777 -0.541 4.110
H 0.141 0.692 3.236
H 0.943 -0.787 3.784
H -1.190 -2.853 2.928
H 0.528 -2.997 2.528
H -0.694 -3.049 1.247
```

* orbital gap: 0.18803 hartree
* total energy: -197608.37083 eV
* net charge: -1
* relative energy (zero: lowest compared OMol25 entry of this formula, charge and spin): 33.9 kcal per mole
* highest occupied orbital energy: -2.95 eV

These are the natural (NBO) partial charges, in e, on atoms 1 to 8:
1 Ti 1.40
2 O -0.65
3 C 0.64
4 N -0.73
5 C -0.27
6 C 0.28
7 C -0.29
8 C -0.14

***

Entry 4:
The following is a DFT calculation (ωB97M-V/def2-TZVPD) of 3 unconnected molecules or ions with the total composition C3H11NO3.

```
18
Properties=species:S:1:pos:R:3
C -0.513 -0.037 -1.900
N -0.433 0.346 -0.600
C -0.540 1.725 -0.163
C 0.725 2.157 0.547
O -0.204 -1.083 -2.432
H -0.667 0.859 -2.556
H -0.247 -0.365 0.090
H -0.705 2.378 -1.016
H -1.468 1.896 0.405
H 0.747 3.224 0.796
H 1.114 1.592 1.390
H 1.521 2.018 -0.220
H -0.340 -2.346 -0.911
H -0.997 -3.425 -0.037
O -0.490 -2.624 0.025
H 0.479 -1.960 1.514
H 0.929 -2.563 2.811
O 1.087 -1.790 2.257
```

* orbital gap: 0.40099 hartree
* total energy: -10922.31429 eV
* relative energy (zero: lowest compared OMol25 entry of this formula, charge and spin): 15.9 kcal per mole
* highest occupied orbital energy: -10.09 eV

These are the natural (NBO) partial charges, in e, on atoms 1 to 8:
1 C 0.55
2 N -0.61
3 C -0.22
4 C -0.63
5 O -0.64
6 H 0.10
7 H 0.41
8 H 0.20

***

Entry 5:
The following is a DFT calculation (ωB97M-V/def2-TZVPD) of 2 unconnected molecules or ions with the total composition CH5NO.

```
8
Properties=species:S:1:pos:R:3
C 0.565 1.409 1.781
N -0.273 2.372 1.373
H 0.707 1.504 2.882
H 1.341 0.820 1.124
H 0.065 2.774 0.515
H -0.929 -2.335 -2.255
H 0.578 -2.990 -2.550
O -0.405 -3.104 -2.502
```

* orbital gap: 0.39004 hartree
* total energy: -4653.62544 eV
* relative energy (zero: lowest compared OMol25 entry of this formula, charge and spin): 40.5 kcal per mole
* highest occupied orbital energy: -9.99 eV

Charges in e, computed with natural (NBO), in the same order as the atoms:
1 C -0.07
2 N -0.61
3 H 0.19
4 H 0.16
5 H 0.33
6 H 0.48
7 H 0.49
8 O -0.97

***

Entry 6:
The following is a DFT calculation (ωB97M-V/def2-TZVPD) of 2 unconnected molecules or ions with the total composition C4H12NS2.

```
19
Properties=species:S:1:pos:R:3
C -0.249 -2.157 -0.971
S 1.284 -1.522 -0.168
S 0.637 -1.659 1.808
C 1.814 -0.484 2.543
H -0.341 -3.210 -0.717
H -1.131 -1.682 -0.539
H -0.113 -2.023 -2.040
H 1.377 0.511 2.569
H 2.063 -0.836 3.538
H 2.706 -0.436 1.921
C -0.751 2.024 -0.651
C -1.943 1.826 -0.119
N -0.202 1.027 -1.589
H -0.034 2.784 -0.382
H -2.297 2.595 0.553
H -2.602 0.997 -0.337
H -0.967 0.485 -1.991
H 0.339 1.432 -2.352
H 0.409 0.328 -1.075
```

* orbital gap: 0.30746 hartree
* total energy: -27495.71570 eV
* net charge: +1
* relative energy (zero: lowest compared OMol25 entry of this formula, charge and spin): 29.2 kcal per mole
* highest occupied orbital energy: -11.70 eV

These are the natural (NBO) partial charges, in e, on atoms 1 to 8:
1 C -0.75
2 S 0.06
3 S 0.11
4 C -0.73
5 H 0.26
6 H 0.22
7 H 0.23
8 H 0.22